16
Properties=species:S:1:pos:R:3 method="wB97M-V/def2-TZVPD" e_homo_ev="-17.736 / -19.975" orbital_gap_ha="0.2723 / 0.2629" spin_multiplicity=3 total_charge=+2 energy_ev=-9304.7902 e_above_lowest_kcal_mol=20.1
C 0.14 0.11 -1.13
C -0.64 -0.43 -2.03
C 0.19 0.80 0.11
C -0.30 -2.58 -1.05
C -0.66 -1.89 -2.02
C 0.40 1.76 2.29
N 0.58 -0.53 0.10
N 0.09 1.77 0.90
H -0.25 -3.39 -0.45
H -1.01 0.20 -2.87
H -0.90 -2.58 -2.98
H 1.53 -0.85 0.57
H 0.24 2.77 2.76
H 1.33 1.28 2.46
H -0.32 0.98 2.87
H -0.42 2.59 0.46

18
Properties=species:S:1:pos:R:3 method="wB97M-V/def2-TZVPD" e_homo_ev=-10.707 orbital_gap_ha=0.4129 total_charge=0 energy_ev=-13424.1469 e_above_lowest_kcal_mol=74.4
C -3.63 -0.91 -0.07
C -1.45 -0.14 -0.18
C -0.75 1.16 0.41
C 0.61 1.04 -0.30
C 1.54 -0.09 0.18
C 3.48 -0.98 -0.25
H -0.96 -0.99 0.27
H -1.25 -0.32 -1.29
H -1.57 2.01 0.08
H -0.64 1.02 1.56
H 0.70 0.93 -1.30
H 1.29 1.99 -0.22
H 1.83 0.29 1.20
H 1.06 -1.16 0.36
N -2.93 0.04 0.03
N 2.74 -0.19 -0.69
O -4.33 -1.93 -0.13
O 4.26 -1.76 0.34

18
Properties=species:S:1:pos:R:3 method="wB97M-V/def2-TZVPD" e_homo_ev=-9.150 orbital_gap_ha=0.3487 total_charge=0 energy_ev=-13423.8571 e_above_lowest_kcal_mol=81.1
C 2.80 0.27 -0.09
C 1.60 -0.10 -0.70
C 1.26 0.43 1.41
C -1.16 -1.48 -0.69
C -1.56 1.09 -0.54
C -0.62 -0.45 0.31
N 2.53 0.68 1.22
N 0.69 -0.12 0.35
O -2.19 -2.11 -0.61
O -1.21 -0.49 1.51
H 3.62 0.75 -0.64
H 1.28 -0.40 -1.66
H 0.74 0.37 2.32
H -0.62 -1.55 -1.63
H -1.94 1.00 -1.53
H -2.29 1.11 0.14
H -0.75 1.80 -0.49
H -2.19 -0.81 1.33

18
Properties=species:S:1:pos:R:3 method="wB97M-V/def2-TZVPD" e_homo_ev=-9.409 orbital_gap_ha=0.3629 total_charge=0 energy_ev=-13426.0858 e_above_lowest_kcal_mol=29.7
C 1.01 1.31 -0.69
C 1.23 1.41 0.73
C 1.98 0.46 1.37
C 2.05 -0.93 -0.62
C -3.75 -0.55 0.51
C -3.13 -0.44 -0.66
H 1.14 -0.25 -2.12
H 1.32 2.39 1.25
H 2.38 0.62 2.36
H 2.70 -1.49 1.22
H -4.16 -1.55 0.68
H -4.13 0.31 1.06
H -2.64 -1.28 -1.07
H -2.65 0.51 -1.04
N 1.42 0.03 -1.21
N 2.27 -0.66 0.76
O 0.58 2.15 -1.47
O 2.37 -2.03 -1.04

18
Properties=species:S:1:pos:R:3 method="wB97M-V/def2-TZVPD" e_homo_ev=-9.410 orbital_gap_ha=0.3650 total_charge=0 energy_ev=-13423.0949 e_above_lowest_kcal_mol=98.7
N -1.79 0.00 -2.08
C -1.66 0.32 -0.84
C -0.43 0.11 -0.02
N -0.39 0.56 1.38
C 1.09 0.36 1.25
C 1.14 -1.18 1.21
C 0.40 -1.23 -0.13
O 1.36 -0.57 -1.00
C 1.00 0.61 -0.32
H -0.60 1.56 1.39
H 1.74 0.92 1.93
H 2.14 -1.61 1.12
H 0.59 -1.62 2.05
H 0.00 -2.17 -0.52
H 1.29 1.57 -0.77
O -2.22 1.51 -0.63
H -1.31 -0.87 -2.31
H -2.36 1.73 -1.72

19
Properties=species:S:1:pos:R:3 method="wB97M-V/def2-TZVPD" e_homo_ev=-8.498 orbital_gap_ha=0.3297 total_charge=0 energy_ev=-24259.1870 e_above_lowest_kcal_mol=82.7
C -1.50 -0.47 -1.16
C -0.10 -1.79 0.39
C 1.11 0.48 0.40
C -2.20 0.48 -0.27
C -1.33 0.77 1.03
C -0.02 1.16 0.51
N -0.65 -1.25 -0.73
N 3.40 -0.39 -0.75
O -0.31 -2.83 0.92
O 1.03 -0.96 0.72
S 2.62 1.08 -0.09
H -1.58 -0.37 -2.26
H -2.36 1.51 -0.69
H -3.14 0.10 -0.19
H -1.77 1.43 1.66
H -1.30 -0.24 1.55
H -0.04 2.16 0.29
H 4.13 -0.20 -1.39
H 4.01 -0.67 0.03

19
Properties=species:S:1:pos:R:3 method="wB97M-V/def2-TZVPD" e_homo_ev=-9.519 orbital_gap_ha=0.3337 total_charge=0 energy_ev=-24256.5336 e_above_lowest_kcal_mol=143.9
C -0.83 -1.00 -1.31
C 0.46 -1.00 -1.15
C -1.28 0.52 0.68
C -1.81 -0.12 -0.57
C 0.05 0.14 1.22
C 1.22 -0.14 -0.18
N -1.91 1.51 1.19
N 1.81 1.09 -0.49
O 2.48 1.64 0.36
O 1.55 1.58 -1.58
S 2.61 -1.15 0.59
H -1.37 -1.77 -1.86
H 1.16 -1.37 -1.96
H -2.23 0.69 -1.13
H -2.67 -0.83 -0.34
H 0.53 1.07 1.82
H -0.01 -0.73 1.72
H -1.40 1.88 1.99
H 1.64 -2.04 0.99

19
Properties=species:S:1:pos:R:3 method="wB97M-V/def2-TZVPD" e_homo_ev=-3.738 orbital_gap_ha=0.2757 total_charge=-1 energy_ev=-14913.5082 e_above_lowest_kcal_mol=65.9
C -1.65 -0.52 0.62
C 1.67 0.24 0.19
C 0.98 -1.15 0.06
C 0.54 0.92 0.98
C 0.18 -1.17 -1.22
C -0.76 0.67 0.13
N -1.90 -1.36 -0.35
N -1.06 -1.44 -1.41
N -1.20 1.61 -0.64
O -0.74 2.79 -0.83
O -2.05 -0.57 1.80
H 2.54 0.08 0.75
H 1.96 0.84 -0.64
H 1.75 -1.95 0.07
H 0.30 -1.37 0.83
H 0.25 0.49 1.86
H 0.57 1.93 1.09
H 0.63 -1.37 -2.24
H -2.00 1.30 -1.08

20
Properties=species:S:1:pos:R:3 method="wB97M-V/def2-TZVPD" e_homo_ev="-11.723 / -13.049" orbital_gap_ha="0.3052 / 0.2411" spin_multiplicity=3 total_charge=+1 energy_ev=-25740.6505
C 2.08 -1.74 -0.29
C 2.46 -0.89 -1.28
C 1.15 0.22 0.11
C -0.02 2.37 0.17
C 0.38 1.25 0.77
C -3.53 -0.52 0.44
N 1.29 -1.04 0.56
N 1.87 0.31 -1.01
N -2.11 -0.59 0.25
O -1.62 -0.13 -0.75
O -1.46 -1.10 1.15
S -4.47 0.26 -0.60
H 2.33 -2.77 -0.14
H 3.08 -1.04 -2.14
H -0.60 3.10 0.71
H 0.18 2.58 -0.86
H 0.12 1.04 1.80
H -3.86 -1.03 1.34
H 0.78 -1.41 1.35
H 1.96 1.15 -1.57

23
Properties=species:S:1:pos:R:3 method="wB97M-V/def2-TZVPD" e_homo_ev=-2.163 orbital_gap_ha=0.2708 total_charge=-2 energy_ev=-39139.4570 e_above_lowest_kcal_mol=0.0
C 0.22 -1.40 -0.93
C 1.20 0.40 -1.54
C -0.06 -0.46 0.00
C -2.73 0.17 2.67
C -0.90 -0.65 1.21
C -1.99 0.46 1.29
N 0.55 0.72 -0.43
N 1.07 -0.85 -1.90
N -1.38 1.77 1.38
O -2.34 0.88 3.62
O 4.43 0.17 -2.06
O -3.51 -0.81 2.67
O 4.03 -2.18 -2.83
P 3.79 -0.78 -3.05
S 3.16 -0.17 -4.84
H -0.04 -2.37 -1.04
H 1.68 1.26 -1.99
H -0.27 -0.68 2.03
H -1.43 -1.52 1.30
H -2.85 0.25 0.55
H 0.37 1.55 0.04
H -1.02 1.64 2.42
H -1.95 2.60 1.41

18
Properties=species:S:1:pos:R:3 method="wB97M-V/def2-TZVPD" e_homo_ev="-7.203 / -7.826" orbital_gap_ha="0.2385 / 0.2794" total_charge=0 energy_ev=-12308.0181 e_above_lowest_kcal_mol=94.3
C -2.57 -1.47 0.09
C 2.51 -1.33 -0.20
C -0.69 0.11 0.71
C 0.59 0.10 -0.65
C -1.96 -0.16 0.14
C 1.96 -0.08 -0.13
N -3.39 -2.28 0.29
N 3.07 -2.35 -0.28
N -2.54 0.85 -0.52
N 2.52 0.98 0.72
H -0.13 -0.63 1.28
H -0.59 1.09 1.24
H 0.24 -0.83 -1.06
H 0.49 0.97 -1.19
H -2.05 1.72 -0.78
H -3.36 0.75 -1.04
H 3.42 0.69 1.02
H 2.48 1.86 0.37

19
Properties=species:S:1:pos:R:3 method="wB97M-V/def2-TZVPD" e_homo_ev=-18.745 orbital_gap_ha=0.2983 total_charge=+2 energy_ev=-14333.8254 e_above_lowest_kcal_mol=108.4
C -0.02 0.74 -0.36
C -0.68 -1.49 -0.47
C 3.13 0.18 0.72
C -1.05 -0.18 -0.08
C 1.68 -1.32 -0.23
C -2.38 0.07 0.38
N 0.60 -1.86 -0.41
N 2.37 1.03 0.19
N 2.78 -1.13 0.49
N 1.35 0.71 -0.59
O 1.39 1.34 -1.82
H -0.35 1.76 -0.83
H -1.51 -2.21 -0.63
H 3.95 0.47 1.37
H -2.58 -0.67 1.26
H -3.13 0.08 -0.40
H -2.54 1.10 0.73
H 3.15 -1.92 1.09
H 2.01 2.10 -2.07

Repeat the twelfth record exactly.
19
Properties=species:S:1:pos:R:3 method="wB97M-V/def2-TZVPD" e_homo_ev=-18.745 orbital_gap_ha=0.2983 total_charge=+2 energy_ev=-14333.8254 e_above_lowest_kcal_mol=108.4
C -0.02 0.74 -0.36
C -0.68 -1.49 -0.47
C 3.13 0.18 0.72
C -1.05 -0.18 -0.08
C 1.68 -1.32 -0.23
C -2.38 0.07 0.38
N 0.60 -1.86 -0.41
N 2.37 1.03 0.19
N 2.78 -1.13 0.49
N 1.35 0.71 -0.59
O 1.39 1.34 -1.82
H -0.35 1.76 -0.83
H -1.51 -2.21 -0.63
H 3.95 0.47 1.37
H -2.58 -0.67 1.26
H -3.13 0.08 -0.40
H -2.54 1.10 0.73
H 3.15 -1.92 1.09
H 2.01 2.10 -2.07